No. 1
{
  "formula": "C17H39N2O10P2",
  "method": "ωB97M-V/def2-TZVPD",
  "lumo_ha": [-0.0206, -0.0206],
  "homo_lumo_gap_ev": [7.5, 8.6],
  "e_homo_ev": [-8.012, -9.160],
  "multiplicity": 2,
  "e_tot_ha": -2215.73132,
  "symbols": ["C", "C", "C", "C", "C", "O", "C", "C", "N", "C", "C", "C", "C", "N", "O", "H", "H", "H", "H", "H", "H", "H", "H", "H", "H", "H", "H", "H", "H", "H", "H", "H", "H", "H", "H", "H", "C", "O", "P", "O", "O", "C", "O", "C", "H", "H", "H", "H", "H", "H", "H", "H", "H", "C", "O", "P", "O", "O", "C", "O", "C", "H", "H", "H", "H", "H", "H", "H", "H", "H"],
  "positions_angstrom": [[0.41, 0.09, 0.35], [-0.58, -0.16, -0.81], [-1.99, -0.10, -0.18], [-0.43, -1.59, -1.39], [0.40, -1.74, -2.68], [-0.39, -2.15, -3.80], [1.42, -2.88, -2.41], [2.07, -3.39, -3.66], [3.27, -3.17, -4.01], [1.21, -0.50, -3.11], [0.71, 0.90, -2.68], [0.39, 1.69, -3.96], [1.86, 1.66, -2.01], [-0.52, 0.88, -1.85], [-1.61, 1.02, -2.51], [0.72, 1.13, 0.35], [1.28, -0.56, 0.30], [-0.10, -0.06, 1.29], [-1.97, -0.80, 0.65], [-2.16, 0.90, 0.23], [-2.76, -0.44, -0.85], [0.05, -2.19, -0.62], [-1.43, -1.99, -1.53], [-1.13, -2.65, -3.47], [0.87, -3.70, -1.95], [2.18, -2.56, -1.69], [1.49, -4.03, -4.32], [3.73, -2.58, -3.31], [2.24, -0.62, -2.79], [1.24, -0.52, -4.20], [-0.28, 1.14, -4.61], [0.02, 2.68, -3.74], [1.33, 1.79, -4.50], [1.55, 2.63, -1.64], [2.30, 1.08, -1.20], [2.65, 1.79, -2.74], [-3.70, -3.44, 4.35], [-2.93, -4.29, 3.48], [-3.55, -4.53, 2.00], [-3.80, -3.17, 1.48], [-4.89, -5.28, 2.61], [-4.79, -6.38, 3.52], [-3.52, -5.47, 0.69], [-4.66, -5.35, -0.18], [-3.13, -2.53, 4.51], [-4.67, -3.20, 3.93], [-3.82, -3.97, 5.29], [-5.45, -6.18, 4.36], [-3.78, -6.51, 3.89], [-5.12, -7.29, 3.01], [-4.62, -4.40, -0.71], [-5.59, -5.42, 0.38], [-4.59, -6.18, -0.88], [5.63, 5.39, 2.05], [4.38, 5.10, 2.72], [3.09, 5.19, 1.82], [3.16, 4.42, 0.58], [3.15, 6.78, 1.44], [3.50, 7.77, 2.40], [1.68, 5.17, 2.52], [0.56, 5.52, 1.68], [6.21, 4.47, 2.01], [5.47, 5.77, 1.04], [6.15, 6.13, 2.65], [4.27, 8.41, 1.97], [3.90, 7.33, 3.32], [2.63, 8.37, 2.64], [0.35, 4.70, 0.99], [0.75, 6.43, 1.13], [-0.29, 5.66, 2.35]],
  "lowdin_spin": [0.00, 0.02, 0.00, 0.02, 0.00, 0.00, 0.00, 0.00, 0.00, 0.02, 0.03, 0.00, 0.00, 0.37, 0.53, 0.00, 0.00, 0.00, 0.00, 0.00, 0.00, 0.00, 0.00, 0.00, 0.00, 0.00, 0.00, 0.00, 0.00, 0.00, 0.00, 0.00, 0.00, 0.00, 0.00, 0.00, 0.00, 0.00, 0.00, 0.00, 0.00, 0.00, 0.00, 0.00, 0.00, 0.00, 0.00, 0.00, 0.00, 0.00, 0.00, 0.00, 0.00, 0.00, 0.00, 0.00, 0.00, 0.00, 0.00, 0.00, 0.00, 0.00, 0.00, 0.00, 0.00, 0.00, 0.00, 0.00, 0.00, 0.00]
}


No. 2
{
  "formula": "C17H39N2O6PS",
  "method": "ωB97M-V/def2-TZVPD",
  "smiles": "CCOC[PH3]CCCCSc1nnco1.COCCOC.COCCOC",
  "lumo_ha": 0.0243,
  "homo_lumo_gap_ev": 8.7,
  "e_homo_ev": -8.045,
  "e_tot_ha": -1971.38171,
  "symbols": ["C", "C", "O", "C", "P", "C", "C", "C", "C", "S", "C", "N", "N", "C", "O", "H", "H", "H", "H", "H", "H", "H", "H", "H", "H", "H", "H", "H", "H", "H", "H", "H", "H", "H", "C", "O", "C", "C", "O", "C", "H", "H", "H", "H", "H", "H", "H", "H", "H", "H", "C", "O", "C", "C", "O", "C", "H", "H", "H", "H", "H", "H", "H", "H", "H", "H"],
  "positions_angstrom": [[1.85, -2.74, 0.55], [0.54, -2.19, 0.02], [0.60, -2.23, -1.40], [-0.32, -1.37, -2.04], [-2.14, -1.50, -1.48], [-3.96, -1.61, -0.98], [-4.96, -1.78, -2.11], [-6.41, -1.70, -1.61], [-7.05, -0.32, -1.80], [-7.68, 0.42, -0.28], [-6.14, 0.66, 0.47], [-5.82, 0.38, 1.68], [-4.48, 0.76, 1.81], [-4.12, 1.21, 0.66], [-5.12, 1.20, -0.25], [2.26, -3.46, -0.16], [1.71, -3.22, 1.52], [2.57, -1.93, 0.67], [0.40, -1.16, 0.36], [-0.30, -2.79, 0.38], [0.00, -0.32, -1.92], [-0.28, -1.62, -3.10], [-1.88, -0.65, -0.37], [-2.50, -0.84, -2.70], [-2.00, -2.93, -1.44], [-4.17, -0.66, -0.47], [-4.09, -2.40, -0.24], [-4.79, -2.73, -2.62], [-4.80, -0.98, -2.84], [-7.02, -2.45, -2.11], [-6.42, -1.96, -0.55], [-7.93, -0.38, -2.44], [-6.36, 0.38, -2.26], [-3.15, 1.56, 0.37], [4.27, 0.36, -0.56], [5.17, -0.65, -0.17], [6.17, -0.94, -1.13], [7.48, -0.27, -0.80], [7.39, 1.15, -0.84], [7.25, 1.75, 0.43], [3.71, 0.66, 0.32], [4.79, 1.23, -0.96], [3.56, -0.01, -1.31], [5.84, -0.63, -2.13], [6.32, -2.02, -1.14], [8.23, -0.57, -1.54], [7.83, -0.59, 0.19], [8.19, 1.74, 0.98], [6.48, 1.26, 1.03], [6.95, 2.79, 0.26], [-1.39, 1.34, 2.85], [-1.07, 1.89, 1.57], [-0.54, 3.20, 1.64], [0.97, 3.21, 1.51], [1.61, 2.56, 2.58], [2.02, 1.23, 2.29], [-1.54, 0.28, 2.71], [-0.58, 1.51, 3.56], [-2.32, 1.78, 3.23], [-0.84, 3.69, 2.57], [-0.96, 3.78, 0.81], [1.31, 4.25, 1.50], [1.26, 2.75, 0.55], [2.90, 1.23, 1.64], [1.22, 0.66, 1.81], [2.28, 0.76, 3.24]],
  "mulliken_charge": [-1.16, 0.43, -0.38, -0.72, 0.57, 0.05, -0.63, -0.82, -0.76, -0.20, 0.64, -0.72, 0.03, -0.46, -0.29, 0.35, 0.37, 0.12, -0.11, 0.23, 0.28, 0.51, -0.14, -0.09, -0.04, -0.57, 0.41, 0.38, 0.39, 0.40, 0.49, 0.37, 0.39, 0.63, 0.00, -0.33, -0.56, -0.50, -0.38, -0.70, -0.48, 0.53, 0.35, 0.35, 0.38, 0.38, 0.32, 0.33, 0.29, 0.25, -1.00, -0.05, -0.58, -0.59, -0.40, -0.29, 0.25, 0.47, 0.30, 0.43, 0.34, 0.40, 0.23, 0.03, -0.09, 0.33]
}


No. 3
{
  "formula": "C17H39N5O27S4",
  "method": "ωB97M-V/def2-TZVPD",
  "lumo_ha": -0.0066,
  "homo_lumo_gap_ev": 9.8,
  "e_homo_ev": -9.930,
  "e_tot_ha": -4568.55292,
  "symbols": ["C", "N", "O", "O", "H", "H", "H", "C", "N", "O", "O", "H", "H", "H", "C", "N", "O", "O", "H", "H", "H", "C", "N", "O", "O", "H", "H", "H", "C", "N", "O", "O", "H", "H", "H", "C", "C", "C", "O", "C", "H", "H", "H", "H", "H", "H", "H", "H", "C", "C", "O", "S", "O", "O", "O", "H", "H", "H", "H", "C", "C", "O", "S", "O", "O", "O", "H", "H", "H", "H", "C", "C", "O", "S", "O", "O", "O", "H", "H", "H", "H", "C", "C", "O", "S", "O", "O", "O", "H", "H", "H", "H"],
  "positions_angstrom": [[3.90, 1.57, 4.73], [3.13, 2.31, 3.60], [1.97, 1.95, 3.44], [3.73, 3.14, 2.93], [4.95, 1.61, 4.43], [3.53, 0.54, 4.79], [3.69, 2.10, 5.68], [-4.29, 5.75, -2.90], [-3.86, 4.57, -2.00], [-4.72, 3.95, -1.38], [-2.68, 4.27, -1.96], [-3.48, 6.49, -2.83], [-5.27, 6.08, -2.55], [-4.38, 5.32, -3.89], [3.99, -1.31, -1.62], [2.76, -1.81, -2.21], [2.22, -1.21, -3.10], [2.25, -2.80, -1.69], [4.62, -2.14, -1.30], [3.69, -0.74, -0.73], [4.47, -0.63, -2.32], [-1.26, 0.57, 4.65], [-0.66, 0.39, 6.05], [-0.29, 1.39, 6.58], [-0.43, -0.71, 6.44], [-2.15, 1.19, 4.63], [-1.42, -0.42, 4.24], [-0.45, 1.12, 4.15], [-5.13, 0.74, -0.15], [-5.18, 0.52, -1.63], [-6.18, 0.90, -2.19], [-4.22, 0.01, -2.18], [-5.78, -0.01, 0.33], [-5.50, 1.75, 0.04], [-4.09, 0.55, 0.15], [0.58, -0.21, 0.16], [0.26, 0.45, -1.27], [-0.99, 1.30, -1.05], [-1.45, 0.95, 0.27], [-0.33, 0.59, 1.09], [1.68, -0.17, 0.34], [0.18, -1.23, 0.25], [0.01, -0.32, -2.00], [1.14, 1.03, -1.60], [-1.84, 1.08, -1.72], [-0.70, 2.36, -1.14], [-0.69, 0.09, 1.99], [0.18, 1.52, 1.41], [2.20, 4.21, 0.20], [2.99, 2.88, -0.04], [3.14, 2.80, -1.51], [3.03, 4.23, -2.16], [1.74, 4.29, -2.83], [4.29, 4.57, -2.79], [2.91, 5.03, -0.83], [2.36, 4.80, 1.09], [1.15, 4.08, -0.07], [2.46, 2.01, 0.33], [4.00, 2.91, 0.39], [-1.60, -1.35, -3.95], [-1.12, -2.72, -3.37], [-0.49, -3.31, -4.55], [-0.06, -2.29, -5.69], [-0.90, -2.65, -6.84], [1.37, -2.11, -5.79], [-0.62, -1.03, -4.95], [-1.63, -0.52, -3.23], [-2.57, -1.50, -4.45], [-1.91, -3.42, -3.13], [-0.33, -2.57, -2.62], [1.26, -2.36, 2.87], [2.18, -3.31, 1.97], [3.15, -2.38, 1.35], [3.46, -1.29, 2.41], [3.71, -0.01, 1.74], [4.44, -1.79, 3.38], [2.10, -1.18, 3.12], [0.98, -2.83, 3.81], [0.41, -1.96, 2.35], [1.74, -3.77, 1.07], [2.72, -4.07, 2.54], [-2.33, -5.45, 0.06], [-1.03, -4.66, -0.24], [-1.51, -3.26, -0.17], [-2.58, -3.13, 0.99], [-3.69, -2.43, 0.43], [-1.91, -2.76, 2.21], [-2.86, -4.65, 1.14], [-2.18, -6.51, 0.30], [-3.04, -5.43, -0.77], [-0.66, -4.85, -1.25], [-0.26, -4.74, 0.53]],
  "mulliken_charge": [-0.75, 0.90, -0.45, -0.58, 0.31, 0.20, 0.32, -0.73, 0.84, -0.52, -0.48, 0.30, 0.30, 0.28, -0.56, 1.11, -0.51, -0.61, 0.24, 0.08, 0.31, -0.29, 1.01, -0.58, -0.57, 0.29, 0.16, 0.05, -0.46, 0.94, -0.56, -0.49, 0.31, 0.26, 0.00, 1.19, 1.56, -0.37, -0.43, 0.29, -0.83, -0.06, -1.81, 0.27, 0.40, -0.07, -0.35, 0.05, -0.22, 0.60, -0.21, 1.08, -0.54, -0.59, -0.38, 0.24, 0.29, -0.70, 0.37, 0.26, 0.80, -0.43, 1.15, -0.60, -0.52, -0.31, -0.41, 0.42, 0.12, -0.38, 0.38, -0.37, -0.21, 0.86, -0.45, -0.64, -0.03, 0.50, -0.39, 0.08, 0.33, -0.46, -0.21, -0.19, 1.08, -0.52, -0.51, -0.33, 0.35, 0.31, 0.39, 0.06]
}